1.
Entry from the OMol25 dataset: a molecular structure, C8H15Br3NO8STl (wB97M-V/def2-TZVPD).

The geometry in XYZ format:
```
37
Properties=species:S:1:pos:R:3
Tl -2.573 4.548 3.923
N -2.670 1.132 1.468
O -1.988 0.284 1.899
O -3.440 0.853 0.544
O -2.771 2.300 1.958
O -0.339 2.709 3.888
C 0.769 2.260 3.570
O 1.729 3.146 3.164
C 2.997 2.530 2.809
C 2.640 1.093 2.691
C 1.322 0.842 3.391
H 3.793 2.744 3.523
H 3.481 2.720 1.851
H 3.435 0.585 3.237
H 2.631 0.730 1.663
H 1.360 0.444 4.405
H 0.663 0.181 2.828
O 1.449 -0.715 -3.816
S 1.600 -2.119 -3.322
O 2.866 -2.610 -2.760
O 0.493 -2.400 -2.145
C 0.486 -1.522 -1.055
C -0.406 -2.059 0.172
C 0.959 -3.316 -4.539
H 0.156 -0.500 -1.244
H 1.550 -1.441 -0.829
H 0.073 -1.898 1.137
H -0.496 -3.144 0.124
H -1.430 -1.719 0.327
H 0.658 -4.254 -4.073
H 1.611 -3.629 -5.354
H 0.007 -2.890 -4.857
C -4.024 0.988 -2.805
Br -6.066 1.157 -2.428
Br -3.362 2.627 -3.773
Br -3.635 -0.706 -3.737
H -3.528 1.048 -1.836
```

Total charge: +2
LUMO level: -13.27 eV
HOMO energy: -15.52 eV
Orbital gap: 2.246 eV
Total energy: -252036.6563 eV

2.
Entry from the OMol25 dataset: C8H15BrFNO3 in the gas phase (wB97M-V/def2-TZVPD).

The geometry in XYZ format:
```
29
Properties=species:S:1:pos:R:3
C -2.901 -1.820 -2.182
C -2.130 -0.534 -2.404
O -0.905 -0.625 -1.706
C -0.030 0.438 -1.958
C 1.023 0.530 -0.848
N 0.595 0.005 0.460
C 1.496 0.490 1.513
C 0.961 1.765 2.212
C 0.871 1.621 3.717
F -0.291 2.104 1.721
C 0.528 -1.410 0.501
O -0.427 -2.072 0.698
O 1.809 -1.990 0.369
Br 1.912 -3.145 -1.035
H -3.436 -1.800 -1.232
H -3.627 -1.976 -2.981
H -2.212 -2.664 -2.164
H -2.694 0.330 -2.028
H -1.948 -0.361 -3.475
H -0.575 1.387 -2.038
H 0.483 0.271 -2.916
H 1.228 1.587 -0.667
H 1.972 0.076 -1.165
H 1.645 -0.295 2.256
H 2.489 0.710 1.103
H 1.621 2.601 1.963
H 0.511 0.629 3.999
H 1.850 1.782 4.173
H 0.182 2.366 4.114
```

Total charge: 0
LUMO level: -0.57 eV
SMILES string: CCOCCN(C[C@H](C)F)C(=O)OBr
HOMO energy: -9.40 eV
Orbital gap: 8.833 eV
Total energy: -88929.2753 eV

3.
Entry from the OMol25 dataset: 2 unconnected molecules or ions with the total composition C8H15F2N2Si (wB97M-V/def2-TZVPD).

The geometry in XYZ format:
```
28
Properties=species:S:1:pos:R:3
C -1.639 1.428 -1.401
C -1.329 1.423 -0.081
C 0.240 0.354 -1.083
C -0.676 0.327 -3.392
C 2.216 -0.581 1.235
C -0.840 -1.141 2.278
C 0.575 1.689 2.902
C 0.456 -2.686 -2.403
N -0.696 0.650 -2.016
N -0.172 0.778 0.117
F -0.712 -3.128 -2.174
F 1.294 -3.392 -1.699
Si 0.515 0.226 1.759
H -2.442 1.901 -1.946
H -1.848 1.959 0.718
H 0.188 -0.355 -3.470
H -1.503 -0.293 -3.470
H -0.815 1.115 -4.171
H 2.976 0.270 0.998
H 2.577 -1.284 2.000
H 2.172 -1.191 0.295
H -1.164 -1.606 1.380
H -0.450 -1.870 2.967
H -1.574 -0.650 2.926
H 0.742 2.514 2.224
H -0.434 1.942 3.092
H 1.126 1.712 3.799
H 1.216 -0.111 -1.386
```

Total charge: +1
LUMO level: -3.25 eV
HOMO energy: -13.73 eV
ΔE to the lowest compared entry with this formula, charge and spin: 1.630 eV
Orbital gap: 10.483 eV
Total energy: -24824.4997 eV